Molecular formula: C47H72N4P2SSbSi4Ti
Method: DFT, ωB97M-V/def2-TZVPD

```
132
Properties=species:S:1:pos:R:3
Ti 0.593 0.738 0.663
C -5.949 -4.608 -0.899
S -5.924 -3.500 0.535
C -4.441 -4.146 1.382
C -3.136 -3.509 0.915
C -3.154 -1.997 1.143
N -1.863 -1.325 0.945
P -1.011 -0.676 2.270
C -0.810 -2.198 3.278
C -1.809 -2.735 4.089
C -1.648 -3.990 4.655
C -0.489 -4.720 4.431
C 0.516 -4.190 3.636
C 0.354 -2.938 3.064
C -2.326 0.221 3.166
C -2.319 0.329 4.556
C -3.277 1.094 5.203
C -4.254 1.751 4.468
C -4.268 1.645 3.085
C -3.302 0.896 2.435
P -1.203 -0.858 -0.579
C -2.725 -0.231 -1.388
C -2.922 1.149 -1.359
C -4.104 1.706 -1.822
C -5.108 0.889 -2.315
C -4.931 -0.487 -2.333
C -3.749 -1.046 -1.873
C -0.959 -2.506 -1.345
C -1.353 -2.858 -2.633
C -1.120 -4.140 -3.111
C -0.459 -5.072 -2.326
C -0.017 -4.713 -1.060
C -0.264 -3.441 -0.576
H -6.765 -4.278 -1.538
H -6.134 -5.630 -0.575
H -5.007 -4.545 -1.444
H -4.429 -5.225 1.223
H -4.600 -3.958 2.445
H -2.968 -3.733 -0.141
H -2.309 -3.952 1.479
H -3.472 -1.807 2.169
H -3.907 -1.551 0.496
H -2.716 -2.178 4.283
H -2.436 -4.407 5.269
H -0.371 -5.700 4.874
H 1.420 -4.758 3.457
H 1.129 -2.531 2.427
H -1.561 -0.189 5.132
H -3.264 1.175 6.282
H -5.002 2.347 4.975
H -5.034 2.150 2.509
H -3.311 0.824 1.352
H -2.134 1.786 -0.980
H -4.238 2.781 -1.803
H -6.031 1.321 -2.681
H -5.722 -1.133 -2.693
H -3.641 -2.121 -1.882
H -1.852 -2.137 -3.266
H -1.448 -4.412 -4.107
H -0.281 -6.071 -2.703
H 0.518 -5.431 -0.451
H 0.061 -3.165 0.419
C 0.490 2.072 4.221
C -0.301 2.664 3.092
C -1.220 3.667 3.296
C -1.883 4.203 2.190
C -1.566 3.790 0.919
C -0.535 2.839 0.746
N 0.001 2.244 1.849
N 0.059 2.447 -0.414
Si 0.200 3.639 -1.688
C 0.621 5.344 -0.960
C -1.388 3.840 -2.702
C 1.565 3.275 -2.943
H 1.424 2.624 4.343
H 0.743 1.034 4.003
H -0.070 2.130 5.151
H -1.422 4.019 4.298
H -2.633 4.971 2.335
H -2.056 4.209 0.052
H 0.203 5.494 0.035
H 0.223 6.133 -1.603
H 1.700 5.499 -0.888
H -2.166 4.380 -2.157
H -1.805 2.882 -3.017
H -1.170 4.418 -3.604
H 2.417 2.722 -2.553
H 1.933 4.237 -3.309
H 1.176 2.734 -3.805
N 2.733 -0.421 2.668
C 1.853 -0.236 1.892
H 3.176 -1.114 3.247
C 6.535 -0.881 -0.235
Si 5.317 -0.514 -1.639
C 6.039 0.842 -2.738
C 5.169 -2.129 -2.606
Sb 2.940 0.307 -0.898
Si 4.081 2.498 0.119
C 4.829 3.793 -1.041
C 5.434 1.732 1.208
C 3.017 3.401 1.378
Si 1.989 -0.045 -3.336
C 0.267 0.698 -3.614
C 3.068 0.469 -4.803
C 1.869 -1.938 -3.313
H 7.221 -1.662 -0.570
H 6.043 -1.236 0.671
H 7.134 -0.009 0.022
H 6.774 0.415 -3.426
H 6.549 1.597 -2.137
H 5.272 1.342 -3.330
H 6.156 -2.590 -2.680
H 4.802 -1.969 -3.620
H 4.505 -2.838 -2.109
H 5.395 3.351 -1.862
H 5.507 4.426 -0.464
H 4.060 4.434 -1.469
H 6.369 1.580 0.670
H 5.108 0.770 1.608
H 5.639 2.392 2.054
H 2.186 3.932 0.924
H 3.634 4.132 1.908
H 2.634 2.694 2.112
H 0.305 1.545 -4.300
H -0.174 1.056 -2.682
H -0.400 -0.047 -4.049
H 3.244 1.546 -4.825
H 2.559 0.194 -5.730
H 4.036 -0.034 -4.793
H 1.770 -2.317 -2.294
H 2.752 -2.398 -3.756
H 1.005 -2.281 -3.879
```

Calculated values
Maximum force ... 2.1 eV/A
ΔE to the lowest compared entry with this formula, charge and spin ... 31.0 kcal/mol
Expectation value of S² ... 2.0116
Total charge ... +1
2S+1 ... 3
HOMO energy (alpha / beta) ... -9.286 / -10.079 eV

Löwdin population analysis, charges in e, atoms 1 to 8:
1. Ti 0.2625
2. C -0.4040
3. S 0.8053
4. C -0.4749
5. C -0.2386
6. C -0.2572
7. N -0.4451
8. P 1.0020

---

Molecular formula: C47H73IN5O4
Method: DFT, ωB97M-V/def2-TZVPD

```
130
Properties=species:S:1:pos:R:3
C 4.175 1.358 2.033
C 5.588 0.815 2.341
C 6.333 0.189 1.124
C 5.493 -0.789 0.258
C 5.592 -0.499 -1.277
C 4.210 -0.565 -1.998
C 3.391 0.685 -1.594
C 1.881 0.462 -1.433
C 1.512 -0.535 -0.318
C 0.040 -1.033 -0.355
C 0.036 -2.033 -1.580
O -0.036 -3.372 -1.075
C 1.155 -4.140 -1.281
C 1.327 -5.089 -0.073
C 0.025 -5.834 0.288
C -0.308 -2.014 0.780
N -1.559 -1.871 0.988
C -2.314 -0.896 0.120
I -3.688 0.034 1.553
O -2.854 -1.638 -0.902
C -3.946 -2.522 -0.575
C -5.276 -1.977 -1.158
O -6.242 -1.758 -0.145
C -7.287 -0.971 -0.742
C -6.930 0.546 -0.817
C -1.105 0.033 -0.338
C -1.303 0.758 -1.707
C -2.790 1.088 -2.048
C -2.873 2.461 -2.804
C -4.212 3.202 -2.498
O -3.968 4.515 -1.994
C -0.863 1.126 0.727
C -1.361 2.414 0.582
C -1.123 3.399 1.506
C -0.367 3.161 2.644
C 0.118 1.882 2.805
C -0.124 0.894 1.876
H 4.141 2.085 1.215
H 3.487 0.514 1.892
H 3.802 1.884 2.926
H 6.179 1.666 2.710
H 5.483 0.113 3.180
H 6.812 0.999 0.558
H 7.158 -0.406 1.544
H 4.430 -0.814 0.536
H 5.883 -1.804 0.411
H 5.917 0.549 -1.381
H 6.339 -1.124 -1.779
H 4.429 -0.600 -3.074
H 3.733 -1.523 -1.742
H 3.517 1.414 -2.409
H 3.851 1.143 -0.713
H 1.445 1.432 -1.135
H 1.396 0.217 -2.390
H 1.836 -0.125 0.644
H 2.136 -1.428 -0.486
H -0.846 -1.880 -2.216
H 0.911 -1.918 -2.226
H 2.063 -3.522 -1.320
H 1.089 -4.741 -2.199
H 2.073 -5.848 -0.353
H 1.763 -4.546 0.780
H 0.190 -6.427 1.197
H -0.787 -5.132 0.503
H -0.206 -6.535 -0.521
H 0.393 -2.655 1.306
H -2.073 -2.388 1.698
H -3.744 -3.452 -1.124
H -4.020 -2.802 0.481
H -5.671 -2.728 -1.866
H -5.027 -1.083 -1.751
H -7.542 -1.340 -1.750
H -8.219 -1.057 -0.168
H -7.706 1.221 -0.443
H -5.985 0.759 -0.302
H -6.755 0.806 -1.873
H -0.690 1.661 -1.760
H -0.943 0.132 -2.536
H -3.156 0.340 -2.760
H -3.443 1.154 -1.173
H -2.675 2.346 -3.875
H -2.076 3.112 -2.411
H -4.807 2.656 -1.751
H -4.751 3.334 -3.442
H -3.469 4.450 -1.172
H -1.945 2.714 -0.285
H -1.517 4.405 1.361
H -0.170 3.969 3.342
H 0.718 1.654 3.686
H 0.336 -0.070 2.092
N 10.446 1.375 2.265
C 10.590 0.728 3.461
C 9.819 1.376 4.388
C 9.179 2.456 3.724
C 9.582 2.429 2.417
H 10.902 1.117 1.408
H 11.229 -0.135 3.549
H 9.722 1.106 5.426
H 8.499 3.171 4.158
H 9.332 3.065 1.584
N -10.893 1.458 -1.109
C -11.391 2.723 -1.279
C -11.731 3.211 -0.046
C -11.422 2.205 0.909
C -10.906 1.140 0.223
H -10.570 0.857 -1.845
H -11.461 3.162 -2.260
H -12.153 4.182 0.151
H -11.564 2.259 1.975
H -10.548 0.183 0.568
N -8.852 -3.816 0.474
C -8.972 -4.765 1.452
C -10.231 -5.298 1.373
C -10.898 -4.648 0.300
C -10.022 -3.742 -0.235
H -8.033 -3.259 0.303
H -8.154 -4.977 2.120
H -10.630 -6.068 2.011
H -11.905 -4.827 -0.039
H -10.129 -3.053 -1.057
N 11.686 3.079 -0.470
C 12.671 3.271 0.467
C 13.804 3.663 -0.192
C 13.494 3.715 -1.578
C 12.182 3.353 -1.718
H 10.748 2.785 -0.274
H 12.478 3.111 1.515
H 14.751 3.889 0.268
H 14.159 3.989 -2.380
H 11.560 3.265 -2.592
```

Calculated values
Maximum force ... 2.4 eV/A
Total charge ... +1
2S+1 ... 1
HOMO energy ... -9.549 eV

Löwdin population analysis, charges in e, atoms 1 to 8:
1. C -0.1205
2. C -0.2393
3. C -0.1964
4. C -0.1889
5. C -0.1947
6. C -0.1945
7. C -0.1802
8. C -0.1674

---

Molecular formula: C47H74Cl2N2O20SSi2
Method: DFT, ωB97M-V/def2-TZVPD

```
148
Properties=species:S:1:pos:R:3
C 5.197 4.410 1.610
C 3.810 3.843 1.364
O 3.282 3.145 2.204
O 3.190 4.170 0.190
C 3.027 3.002 -0.658
C 1.596 2.445 -0.473
C 1.597 0.899 -0.334
C 0.411 0.468 0.557
C -0.839 0.352 -0.333
C -2.121 0.134 0.490
Si -2.794 1.684 1.332
C -4.659 1.381 1.598
C -5.424 2.709 1.446
S -6.779 2.839 2.690
C -7.562 4.304 2.103
N -8.704 4.474 1.559
N -8.764 5.837 1.279
C -7.677 6.362 1.649
O -6.837 5.438 2.210
O -2.030 2.072 2.765
Si -1.954 0.858 3.922
C -2.476 3.151 0.171
Cl -1.527 4.482 0.836
C -2.901 3.235 -1.087
C -3.743 2.160 -1.725
Cl -2.510 4.626 -2.078
H 5.782 3.609 2.050
H 5.634 4.732 0.668
H 5.074 5.256 2.295
H 3.770 2.256 -0.376
H 3.185 3.312 -1.690
H 1.213 2.858 0.458
H 0.951 2.789 -1.283
H 1.422 0.481 -1.331
H 2.548 0.513 0.032
H 0.244 1.204 1.347
H 0.603 -0.519 0.986
H -0.708 -0.540 -0.961
H -0.871 1.227 -0.989
H -2.922 -0.214 -0.172
H -1.927 -0.692 1.178
H -4.818 0.897 2.566
H -4.950 0.680 0.815
H -4.805 3.595 1.575
H -5.922 2.701 0.477
H -7.328 7.376 1.587
H -0.533 0.732 4.309
H -2.396 -0.441 3.398
H -2.705 1.203 5.146
H -3.247 1.194 -1.762
H -4.717 2.145 -1.239
H -3.931 2.471 -2.753
O -0.414 -3.345 -0.272
C 0.154 -3.291 -1.329
O 0.674 -2.146 -1.819
C 1.191 -2.377 -3.149
C 1.449 -3.873 -3.227
C 0.359 -4.425 -2.312
H 0.444 -2.047 -3.871
H 2.100 -1.795 -3.290
H 1.420 -4.258 -4.236
H 2.429 -4.100 -2.810
H -0.576 -4.599 -2.848
H 0.670 -5.327 -1.798
O -2.707 -3.078 4.117
C -2.600 -4.166 3.631
O -3.475 -5.176 3.877
C -3.015 -6.382 3.237
C -2.092 -5.920 2.127
C -1.493 -4.648 2.713
H -2.498 -6.993 3.979
H -3.870 -6.938 2.858
H -1.356 -6.668 1.848
H -2.676 -5.673 1.238
H -0.604 -4.852 3.314
H -1.269 -3.909 1.949
O 1.554 -6.511 -3.866
C 2.615 -6.943 -3.520
O 3.729 -6.179 -3.411
C 4.862 -7.001 -3.082
C 4.275 -8.253 -2.450
C 2.943 -8.385 -3.184
H 5.411 -7.216 -4.001
H 5.514 -6.457 -2.403
H 4.921 -9.124 -2.542
H 4.092 -8.082 -1.388
H 3.041 -8.947 -4.113
H 2.170 -8.821 -2.558
O -1.230 -8.968 2.600
C -0.642 -9.294 3.589
O 0.691 -9.116 3.748
C 1.121 -9.703 4.989
C -0.130 -9.775 5.851
C -1.223 -9.984 4.807
H 1.538 -10.691 4.778
H 1.896 -9.082 5.431
H -0.085 -10.554 6.610
H -0.285 -8.821 6.358
H -1.371 -11.040 4.574
H -2.164 -9.527 5.099
O 7.096 2.914 -0.699
C 8.030 3.603 -0.414
O 8.394 3.889 0.865
C 9.481 4.833 0.856
C 10.131 4.692 -0.510
C 8.944 4.322 -1.388
H 9.072 5.832 1.022
H 10.167 4.595 1.666
H 10.657 5.589 -0.830
H 10.848 3.870 -0.496
H 8.426 5.204 -1.768
H 9.228 3.666 -2.206
O -7.219 1.947 -2.320
C -8.260 2.537 -2.355
O -9.365 2.050 -2.965
C -10.417 3.033 -2.928
C -10.064 3.953 -1.769
C -8.542 3.913 -1.787
H -10.434 3.557 -3.886
H -11.371 2.531 -2.786
H -10.484 4.952 -1.869
H -10.429 3.530 -0.832
H -8.119 4.662 -2.459
H -8.120 4.016 -0.792
O 5.527 8.314 4.855
C 4.457 8.056 4.390
O 4.180 6.879 3.775
C 2.848 6.913 3.225
C 2.118 7.985 4.018
C 3.242 8.963 4.344
H 2.918 7.156 2.162
H 2.390 5.933 3.333
H 1.287 8.429 3.473
H 1.724 7.558 4.942
H 3.385 9.701 3.553
H 3.094 9.457 5.300
O 3.477 -1.624 -5.914
C 2.518 -1.039 -6.322
O 1.249 -1.489 -6.149
C 0.326 -0.629 -6.841
C 1.054 0.696 -6.997
C 2.508 0.249 -7.122
H 0.081 -1.087 -7.802
H -0.586 -0.535 -6.254
H 0.697 1.286 -7.840
H 0.932 1.295 -6.093
H 2.781 0.023 -8.154
H 3.199 0.972 -6.699
```

Calculated values
Maximum force ... 1.7 eV/A
2S+1 ... 1
HOMO energy ... -8.803 eV

Löwdin population analysis, charges in e, atoms 1 to 8:
1. C 0.0329
2. C -0.5152
3. O 0.1076
4. O -0.0449
5. C -0.1432
6. C -0.1564
7. C -0.1804
8. C -0.1877

---

Q: What is the formula in the third record?
A: C47H74Cl2N2O20SSi2